{"formula": "C57H53N5OP3Se2Ti", "method": "the ωB97M-V functional and the def2-TZVPD basis", "symbols": ["Ti", "C", "C", "C", "C", "C", "C", "P", "C", "C", "C", "C", "C", "C", "C", "C", "C", "C", "C", "C", "C", "C", "C", "C", "H", "H", "H", "H", "H", "H", "H", "H", "H", "H", "H", "H", "H", "H", "H", "H", "Se", "P", "C", "C", "C", "C", "C", "C", "C", "C", "C", "C", "C", "C", "C", "C", "N", "N", "N", "P", "Se", "C", "C", "C", "C", "C", "C", "C", "C", "C", "C", "C", "C", "H", "H", "H", "H", "H", "H", "H", "H", "H", "H", "H", "H", "H", "H", "H", "H", "H", "H", "H", "H", "C", "C", "C", "O", "H", "H", "H", "H", "H", "H", "H", "N", "C", "N", "C", "C", "C", "C", "C", "H", "H", "H", "H", "H", "H", "H", "H", "H", "H"], "coordinates": [[-1.11783, 0.76699, 1.06633], [2.86618, -1.86785, 5.72051], [3.49179, -0.64838, 5.49528], [2.97767, 0.23683, 4.56313], [1.81853, -0.07347, 3.84730], [1.20725, -1.30133, 4.07249], [1.72923, -2.19399, 5.00018], [1.15278, 1.17421, 2.67672], [2.68443, 1.82291, 1.96113], [2.90370, 3.18606, 1.81108], [4.02437, 3.63760, 1.12784], [4.92038, 2.73149, 0.58125], [4.70243, 1.36746, 0.72610], [3.59337, 0.91558, 1.41848], [0.50132, 2.47066, 3.76234], [1.24493, 3.21269, 4.63972], [0.61574, 4.12834, 5.50890], [-0.74442, 4.25822, 5.50272], [-1.54505, 3.49646, 4.61683], [-2.95887, 3.59964, 4.60729], [-3.69793, 2.84135, 3.74600], [-3.04899, 1.97326, 2.83516], [-1.68431, 1.85753, 2.78866], [-0.91162, 2.60584, 3.71622], [3.27498, -2.56439, 6.44122], [4.39140, -0.38935, 6.03870], [3.49699, 1.16922, 4.38177], [0.34561, -1.58293, 3.49650], [1.25321, -3.15585, 5.14816], [2.19524, 3.90453, 2.20598], [4.18981, 4.70146, 1.01488], [5.78445, 3.08570, 0.03390], [5.38256, 0.65545, 0.27813], [3.42752, -0.15245, 1.51010], [2.32199, 3.10361, 4.67650], [1.21643, 4.71933, 6.18774], [-1.23200, 4.95035, 6.17930], [-3.44034, 4.28579, 5.29396], [-4.77831, 2.91492, 3.74077], [-3.67898, 1.43117, 2.12932], [4.13035, -1.44303, -2.67791], [2.52513, -0.43164, -3.58378], [2.94851, 0.97336, -4.64072], [3.90839, 0.74190, -5.62543], [4.23076, 1.73971, -6.52870], [3.60026, 2.97607, -6.45302], [2.65306, 3.21276, -5.46940], [2.32544, 2.21333, -4.56189], [1.53618, -1.49757, -4.67230], [0.67224, -0.94053, -5.61586], [-0.02412, -1.75481, -6.49333], [0.16999, -3.13097, -6.46026], [1.05021, -3.68656, -5.54388], [1.72575, -2.87559, -4.64390], [1.44931, 0.25214, -2.29094], [0.37072, -0.23488, -1.57507], [0.33180, 0.48437, -0.41949], [1.28866, 1.39643, -0.47154], [1.97822, 1.27236, -1.56837], [-1.01515, -1.25114, -2.00789], [-2.48542, -1.10956, -0.41982], [-1.76135, -0.62081, -3.52107], [-1.31230, 0.54836, -4.12333], [-1.96572, 1.05201, -5.23995], [-3.06594, 0.39032, -5.75918], [-3.53087, -0.76997, -5.14898], [-2.89316, -1.26576, -4.02674], [-0.44076, -2.93794, -2.20907], [-0.99972, -3.83072, -3.11575], [-0.56319, -5.14696, -3.14031], [0.44339, -5.56463, -2.28337], [1.02165, -4.66572, -1.39456], [0.57479, -3.35740, -1.34742], [4.40985, -0.21791, -5.67574], [4.97844, 1.55594, -7.28929], [3.85509, 3.75655, -7.15866], [2.17337, 4.18069, -5.39803], [1.60593, 2.41548, -3.78119], [0.55970, 0.13521, -5.68404], [-0.69561, -1.31455, -7.21976], [-0.35111, -3.76671, -7.16564], [1.21799, -4.75627, -5.53071], [2.42475, -3.29713, -3.93139], [-0.45233, 1.07166, -3.72810], [-1.60658, 1.96288, -5.70228], [-3.57330, 0.78196, -6.63159], [-4.40190, -1.27901, -5.54035], [-3.29692, -2.14127, -3.53196], [-1.75198, -3.50950, -3.82372], [-1.00007, -5.84116, -3.84661], [0.78901, -6.59018, -2.31472], [1.82581, -4.98206, -0.74331], [1.03414, -2.65786, -0.65911], [-2.24813, 3.32687, -1.80135], [-2.21347, 3.36389, -0.28887], [-1.24220, 4.38005, 0.27499], [-1.82193, 2.06291, 0.16576], [-2.64410, 4.26508, -2.19454], [-2.87838, 2.50961, -2.15268], [-1.23873, 3.18677, -2.19587], [-3.21618, 3.52916, 0.11478], [-0.22619, 4.15300, -0.05528], [-1.26990, 4.38366, 1.36459], [-1.50652, 5.37961, -0.07738], [-1.51413, -0.89026, 2.35913], [-2.26939, -1.43003, 3.06095], [-3.08861, -2.01873, 3.86511], [-3.76999, -3.26994, 3.46612], [-3.20494, -4.43415, 4.26395], [-3.25815, -4.14673, 5.76363], [-2.52707, -2.84838, 6.10251], [-3.09241, -1.68525, 5.30640], [-3.64370, -3.39226, 2.39196], [-4.83340, -3.12848, 3.67423], [-2.17005, -4.60884, 3.95356], [-3.76874, -5.33554, 4.01861], [-2.82351, -4.97704, 6.32034], [-4.30317, -4.07093, 6.08298], [-1.46218, -2.94934, 5.87216], [-2.60369, -2.62019, 7.16645], [-2.52632, -0.76441, 5.43841], [-4.13182, -1.48840, 5.58026]], "forces_ev_per_a": [[-0.219, -0.305, -0.154], [-0.008, 0.006, -0.013], [0.016, 0.005, 0.004], [0.005, 0.016, 0.063], [0.021, 0.011, 0.038], [0.125, -0.010, -0.046], [0.007, -0.032, 0.037], [-0.129, -0.034, -0.239], [0.032, 0.011, 0.010], [-0.042, 0.072, -0.050], [0.039, 0.000, -0.013], [-0.007, 0.017, 0.001], [0.000, 0.011, 0.001], [0.048, -0.015, -0.006], [-0.034, -0.031, 0.042], [0.028, 0.030, 0.047], [-0.014, -0.008, -0.014], [-0.004, 0.001, -0.007], [-0.054, 0.053, 0.063], [0.038, -0.005, 0.005], [0.044, -0.057, 0.035], [-0.101, 0.060, 0.025], [0.019, 0.001, 0.127], [0.010, -0.036, 0.016], [-0.008, 0.013, -0.008], [-0.013, -0.006, -0.004], [-0.014, -0.020, -0.010], [-0.153, -0.024, -0.086], [-0.003, 0.013, -0.006], [0.013, -0.038, -0.009], [0.001, -0.011, 0.000], [-0.014, -0.005, 0.009], [0.004, -0.003, 0.007], [-0.026, 0.012, 0.017], [-0.026, 0.018, -0.004], [0.000, -0.011, -0.005], [0.009, -0.009, -0.001], [0.010, -0.006, -0.009], [0.007, 0.000, -0.003], [0.017, -0.027, -0.032], [-0.025, 0.033, -0.022], [-0.036, -0.020, 0.082], [0.051, -0.038, -0.058], [0.028, -0.007, 0.008], [-0.006, 0.030, -0.008], [0.021, -0.013, -0.023], [-0.009, -0.003, 0.018], [-0.023, 0.022, -0.020], [-0.004, -0.039, -0.061], [0.150, 0.015, -0.109], [0.007, -0.033, -0.010], [-0.006, 0.034, -0.008], [0.063, -0.011, -0.034], [0.069, 0.029, -0.070], [0.363, 0.047, -0.010], [-0.204, -0.065, 0.062], [0.272, 0.178, -0.326], [0.065, 0.045, -0.051], [-0.113, -0.072, 0.058], [-0.151, -0.018, 0.046], [0.209, 0.033, 0.072], [-0.084, 0.104, 0.000], [-0.192, 0.050, 0.095], [-0.070, 0.042, 0.064], [-0.001, -0.020, -0.004], [-0.001, 0.014, -0.039], [-0.011, 0.007, 0.031], [0.042, -0.058, 0.072], [-0.115, -0.053, 0.031], [-0.029, 0.013, 0.025], [0.019, 0.003, 0.018], [-0.002, -0.042, -0.023], [0.016, 0.010, -0.037], [-0.016, 0.000, 0.022], [-0.014, 0.002, 0.009], [-0.001, -0.009, 0.015], [0.004, -0.013, -0.001], [-0.017, 0.005, 0.030], [0.127, -0.143, -0.056], [0.011, -0.003, 0.007], [0.004, 0.009, 0.007], [-0.002, 0.032, -0.001], [-0.004, 0.001, -0.011], [-0.024, -0.002, 0.027], [-0.004, -0.001, -0.001], [0.007, -0.004, 0.012], [0.010, 0.007, 0.005], [-0.009, 0.065, 0.017], [0.065, -0.033, 0.047], [0.009, 0.007, 0.006], [-0.004, 0.016, -0.001], [-0.009, 0.006, -0.009], [-0.004, 0.008, -0.002], [-0.021, 0.070, -0.103], [0.053, -0.341, 0.153], [-0.022, 0.155, -0.047], [0.148, 0.247, -0.053], [0.018, -0.016, 0.021], [-0.008, -0.004, 0.006], [0.002, -0.012, 0.023], [-0.029, 0.057, -0.025], [-0.001, -0.032, -0.008], [-0.003, -0.034, 0.017], [0.012, -0.032, 0.018], [-0.364, 0.106, 0.247], [0.161, 0.017, 0.089], [0.010, -0.084, -0.039], [0.003, 0.150, 0.053], [0.013, -0.042, -0.027], [-0.026, -0.004, 0.029], [0.047, -0.021, 0.004], [-0.066, 0.058, -0.105], [0.002, -0.032, -0.009], [0.001, -0.039, -0.005], [-0.007, 0.007, 0.005], [-0.004, 0.007, 0.019], [0.009, 0.001, -0.013], [0.009, 0.010, -0.010], [0.013, 0.004, 0.005], [-0.021, -0.011, -0.001], [0.018, -0.007, 0.018], [0.008, -0.003, 0.023]], "orbital_gap_ev": 7.0, "charge": 1, "total_energy_ev": -251139.84143}